# C16H27AlO6PYb

A molecular structure, C16H27AlO6PYb at a distorted geometry (ωB97M-V/def2-TZVPD, the OMol25 dataset).

Positions of all 52 atoms, in Å:
C -1.952 1.424 -2.318
C -1.721 -0.103 -2.258
O -1.417 -0.473 -0.888
P -0.622 -1.787 -0.697
O 0.669 -1.729 -1.545
C -0.069 -2.047 0.989
C -0.833 -1.196 2.040
Al 0.409 0.114 2.982
C -0.280 2.011 2.905
C -1.555 2.202 2.020
C -1.677 3.693 1.605
O -2.994 4.218 1.817
O 2.151 -0.108 2.377
C 2.769 1.015 2.026
O 3.179 1.863 2.796
C 2.930 1.165 0.515
C 4.139 1.401 -0.075
C 4.220 1.516 -1.439
C 3.107 1.363 -2.214
C 1.899 1.126 -1.603
C 1.788 1.025 -0.243
O -1.588 -2.994 -1.223
C -0.966 -4.255 -1.326
C -1.622 -5.076 -2.436
H -1.229 1.909 -2.973
H -1.807 1.810 -1.307
H -2.944 1.660 -2.693
H -2.630 -0.577 -2.629
H -0.926 -0.348 -2.964
H 1.016 -1.859 1.037
H -0.232 -3.124 1.183
H -1.706 -0.698 1.608
H -1.237 -1.874 2.794
H 0.420 -0.309 4.535
H -0.538 2.326 3.921
H 0.470 2.730 2.555
H -1.557 1.563 1.131
H -2.431 2.007 2.643
H -1.390 3.832 0.559
H -0.988 4.313 2.186
H -3.085 4.247 2.774
H 5.031 1.500 0.530
H 5.161 1.706 -1.941
H 3.133 1.422 -3.295
H 1.008 0.991 -2.211
H 0.840 0.839 0.249
H 0.114 -4.200 -1.601
H -1.089 -4.849 -0.415
H -1.275 -6.110 -2.390
H -2.700 -5.056 -2.282
H -1.375 -4.683 -3.422
Yb 1.978 -3.536 -1.389

Results
- Total charge: +1
- HOMO-LUMO gap: 0.1076 Eh
- HOMO level: -9.657 eV

=====

# C16H27CsN8P

A molecular structure, C16H27CsN8P at a distorted geometry (ωB97M-V/def2-TZVPD, the OMol25 dataset).

Positions of all 53 atoms, in Å:
Cs 0.461 -0.250 0.925
C -4.293 -2.840 -2.289
N -3.568 -2.404 -1.106
C -4.014 -2.511 0.177
C -3.028 -1.985 0.964
N -1.990 -1.560 0.191
C -2.331 -1.820 -1.059
P -1.415 -1.518 -2.601
C -1.026 0.256 -2.501
N -0.426 0.935 -1.539
C -0.383 2.231 -1.959
C -0.964 2.344 -3.191
N -1.371 1.088 -3.531
C -2.043 0.726 -4.769
C 0.191 -2.305 -2.277
N 1.028 -2.133 -1.268
C 2.083 -2.963 -1.505
C 1.887 -3.649 -2.671
N 0.686 -3.229 -3.158
C 0.068 -3.693 -4.389
H -5.243 -3.264 -1.977
H -3.730 -3.599 -2.829
H -4.484 -2.003 -2.957
H -4.971 -2.941 0.415
H -3.017 -1.894 2.038
H 0.058 3.012 -1.362
H -1.119 3.189 -3.838
H -2.166 1.621 -5.372
H -3.024 0.302 -4.567
H -1.456 0.002 -5.330
H 2.922 -3.026 -0.833
H 2.486 -4.382 -3.182
H 0.721 -4.428 -4.850
H -0.077 -2.868 -5.085
H -0.896 -4.157 -4.189
C 1.984 4.392 4.066
C 2.405 2.997 4.516
C 3.934 2.906 4.554
C 1.820 2.695 5.892
N 1.807 2.069 3.532
N 2.117 0.687 3.672
H 2.375 5.144 4.750
H 0.897 4.470 4.042
H 2.371 4.611 3.067
H 4.337 3.645 5.246
H 4.357 3.100 3.566
H 4.279 1.928 4.897
H 2.182 3.421 6.620
H 2.111 1.704 6.243
H 0.731 2.750 5.857
H 2.109 2.345 2.604
H 1.540 0.315 4.416
H 3.090 0.540 3.932

Results
- Total charge: +1
- HOMO-LUMO gap: 0.3412 Eh
- HOMO level: -11.265 eV

=====

# C16H27F3N5PdS

A molecular structure, C16H27F3N5PdS (ωB97M-V/def2-TZVPD, the OMol25 dataset).

Positions of all 53 atoms, in Å:
Pd -0.294 0.621 0.001
C -3.534 0.222 -1.928
C -3.597 0.117 -0.405
N -2.668 0.968 0.350
C -2.953 0.899 1.794
C -1.868 1.564 2.608
N -0.577 0.900 2.404
C -0.339 -0.369 3.114
C 0.935 -1.045 2.601
C 0.700 -2.067 1.488
N -0.253 -1.615 0.454
C -0.092 -2.258 -0.860
C -1.171 -1.772 -1.812
N -1.054 -0.316 -1.964
C -2.165 0.428 -2.568
H -4.147 1.058 -2.268
H -4.008 -0.676 -2.325
H -3.447 -0.911 -0.067
H -4.626 0.370 -0.125
H -2.764 1.935 0.036
H -3.058 -0.151 2.071
H -3.902 1.391 2.023
H -2.152 1.553 3.664
H -1.761 2.607 2.305
H 0.163 1.539 2.679
H -1.206 -1.024 3.009
H -0.225 -0.164 4.182
H 1.429 -1.572 3.417
H 1.639 -0.278 2.268
H 0.322 -2.991 1.935
H 1.654 -2.303 1.016
H -1.201 -1.780 0.784
H -0.140 -3.348 -0.774
H 0.902 -2.009 -1.240
H -2.159 -2.019 -1.425
H -1.064 -2.285 -2.772
H -0.217 -0.108 -2.498
H -2.270 0.165 -3.626
H -1.880 1.483 -2.539
F 4.258 1.210 1.708
C 4.910 1.541 0.563
F 5.150 2.843 0.593
F 6.046 0.871 0.537
C 4.041 1.166 -0.634
C 4.617 0.728 -1.815
C 3.785 0.309 -2.846
C 2.401 0.260 -2.635
N 1.838 0.658 -1.507
C 2.636 1.174 -0.548
S 1.724 1.876 0.726
H 5.694 0.710 -1.928
H 4.198 -0.005 -3.796
H 1.749 -0.102 -3.423

Results
- Total charge: +3
- HOMO-LUMO gap (alpha / beta): 0.3639 / 0.2337 Eh
- ΔE to the lowest compared entry with this formula, charge and spin: 0.485 eV
- HOMO level (alpha / beta): -19.215 / -19.683 eV
- <S²>: 6.045
- Multiplicity: 5

=====

# C16H27FNO2

2 unconnected molecules or ions with the total composition C16H27FNO2 (ωB97M-V/def2-TZVPD, the OMol25 dataset).

Positions of all 47 atoms, in Å:
C 5.968 0.812 1.995
C 5.737 1.706 0.813
O 6.550 2.442 0.350
O 4.470 1.608 0.289
C 4.388 1.071 -1.045
C 3.209 0.121 -1.095
C 3.527 -1.252 -0.504
C 2.329 -2.133 -0.111
C 1.114 -1.385 0.448
C 0.148 -0.873 -0.633
C -0.500 0.469 -0.290
C -1.452 0.323 0.880
N -1.932 1.679 1.350
H 6.848 1.149 2.537
H 6.139 -0.207 1.642
H 5.097 0.793 2.651
H 5.329 0.569 -1.290
H 4.246 1.901 -1.739
H 2.404 0.614 -0.542
H 2.898 0.024 -2.140
H 4.176 -1.125 0.367
H 4.119 -1.790 -1.249
H 2.664 -2.842 0.647
H 2.013 -2.744 -0.963
H 1.458 -0.539 1.059
H 0.581 -2.051 1.131
H -0.635 -1.619 -0.801
H 0.679 -0.765 -1.579
H 0.285 1.188 -0.027
H -1.040 0.858 -1.158
H -2.347 -0.239 0.612
H -0.967 -0.154 1.730
H -2.279 1.645 2.309
H -1.176 2.365 1.310
H -2.711 2.005 0.769
F -4.589 1.554 0.778
C -5.285 0.608 0.050
C -6.403 0.047 0.621
C -7.086 -0.912 -0.114
C -6.643 -1.278 -1.378
C -5.512 -0.686 -1.920
C -4.815 0.277 -1.201
H -6.728 0.352 1.606
H -7.972 -1.370 0.304
H -7.185 -2.023 -1.944
H -5.172 -0.963 -2.909
H -3.945 0.771 -1.615

Results
- Total charge: +1
- HOMO-LUMO gap: 0.3364 Eh
- HOMO level: -12.275 eV